[1]
ORCA calculation (wB97M-V/def2-TZVPD) on an isolated molecule of C19H28N2O3S2.

Geometry (Å):
C (1.2214, -2.5120, 3.2579)
S (1.2130, -0.7197, 3.0744)
C (-0.0576, -0.5618, 1.8009)
C (0.3753, -1.1684, 0.4639)
O (0.0328, -2.2953, 0.1538)
N (1.0432, -0.3497, -0.3995)
C (1.8737, 0.7998, -0.0647)
C (3.2850, 0.4512, -0.5768)
C (4.2097, -0.1003, 0.5119)
S (3.8798, -1.8756, 0.6180)
C (3.7837, -1.9354, -1.1848)
C (3.0627, -0.6569, -1.6611)
C (3.5737, -0.2625, -3.0430)
C (1.5316, -0.8443, -1.6765)
C (-1.4721, -1.0528, 2.2122)
N (-1.9753, 0.2728, 1.8750)
C (-3.2617, 0.6733, 1.9134)
O (-4.1282, -0.0147, 2.4274)
C (-3.6507, 1.9608, 1.1879)
C (-4.5018, 1.5870, -0.0294)
C (-3.4175, 1.3763, -1.0633)
C (-2.9988, -0.0093, -1.4598)
C (-3.6651, 0.9052, -2.4546)
C (-2.3882, 2.4276, -0.7263)
O (-2.5517, 2.7064, 0.6722)
C (-0.6560, 0.8681, 1.6855)
H (1.9797, -2.7396, 4.0055)
H (0.2534, -2.8645, 3.6109)
H (1.4808, -2.9954, 2.3199)
H (1.4940, 1.6765, -0.6005)
H (1.8576, 1.0202, 0.9995)
H (3.7397, 1.3440, -1.0109)
H (5.2555, 0.0553, 0.2400)
H (4.0347, 0.3598, 1.4836)
H (4.7925, -1.9742, -1.6018)
H (3.2535, -2.8382, -1.4846)
H (3.3765, -1.0536, -3.7701)
H (3.0858, 0.6480, -3.3963)
H (4.6505, -0.0859, -3.0232)
H (1.2029, -1.8671, -1.8411)
H (1.1091, -0.2170, -2.4701)
H (-1.8813, -1.8501, 1.5946)
H (-1.5590, -1.3009, 3.2712)
H (-4.1938, 2.5875, 1.8955)
H (-5.1140, 0.7070, 0.1547)
H (-5.1538, 2.4200, -0.3018)
H (-1.9398, -0.2090, -1.5760)
H (-3.5659, -0.8421, -1.0640)
H (-4.6871, 0.6932, -2.7407)
H (-3.0586, 1.3211, -3.2495)
H (-1.3667, 2.0788, -0.9107)
H (-2.5428, 3.3583, -1.2797)
H (-0.3642, 1.5361, 2.4990)
H (-0.5003, 1.3617, 0.7321)

Atoms 1-6, force components in eV/Å:
0.0 0.0 0.0
0.0 0.0 0.0
0.0 0.0 0.0
-0.2 0.2 -0.1
0.1 -0.1 0.1
0.2 -0.1 0.0

Output
highest occupied orbital energy = -8.5 eV
frontier orbital gap = 8.993 eV
2S+1 = 1
molecular weight = 396.6 g mol⁻¹
SMILES = CSC1(C(=O)N2C[C@H]3CSC[C@@]3(C)C2)CN(C(=O)[C@@H]2CC3(CC3)CO2)C1
relative energy (zero: lowest compared OMol25 entry of this formula, charge and spin) = 26.1 kcal/mol
E = -50950.12689 eV
LUMO = 0.47 eV



[2]
ORCA calculation (wB97M-V/def2-TZVPD) on a cluster of 2 separate species, C19H28N2O4 in total.

Geometry (Å):
C (2.2410, -0.6760, -6.8445)
N (1.9574, -0.9222, -5.4320)
C (0.7275, -0.9745, -4.9010)
O (-0.2720, -0.7894, -5.5832)
C (0.6004, -1.2496, -3.3836)
C (-0.3580, -0.2531, -2.6922)
C (-0.4312, -0.3457, -1.1526)
C (-1.4464, 0.6614, -0.6153)
C (-0.8290, -1.7357, -0.6512)
N (1.9034, -1.2420, -2.6944)
C (2.7546, -2.2565, -2.5436)
C (2.3987, -3.6329, -3.0671)
O (3.8294, -2.0742, -1.9988)
H (1.7166, -1.4088, -7.4612)
H (1.8954, 0.3215, -7.1217)
H (3.3129, -0.7499, -7.0321)
H (2.7386, -1.0493, -4.8066)
H (0.1538, -2.2394, -3.2918)
H (-1.3598, -0.4023, -3.0989)
H (-0.0466, 0.7589, -2.9552)
H (0.5410, -0.0895, -0.7315)
H (-1.4373, 0.6398, 0.4741)
H (-1.1818, 1.6659, -0.9431)
H (-2.4482, 0.4176, -0.9692)
H (-1.7964, -2.0189, -1.0663)
H (-0.0794, -2.4691, -0.9425)
H (-0.8941, -1.7269, 0.4368)
H (2.2130, -0.3701, -2.2926)
H (3.2339, -4.3061, -2.8764)
H (2.2111, -3.5850, -4.1375)
H (1.5167, -4.0007, -2.5470)
C (1.9736, 1.0335, 6.7772)
C (1.5518, 2.3707, 6.1799)
O (2.1900, 3.3748, 6.4593)
C (0.4312, 2.4925, 5.2527)
C (-0.3842, 1.4352, 4.8925)
C (-1.5029, 1.5145, 3.9416)
C (-1.8340, 2.6881, 3.2394)
C (-2.9089, 2.7021, 2.3431)
C (-3.6658, 1.5494, 2.1340)
O (-4.7102, 1.5557, 1.2570)
C (-3.3445, 0.3815, 2.8198)
C (-2.2714, 0.3610, 3.7163)
H (2.2450, 0.3357, 5.9812)
H (1.1578, 0.6075, 7.3663)
H (2.8400, 1.1690, 7.4309)
H (0.2697, 3.4843, 4.8489)
H (-0.1954, 0.4616, 5.3358)
H (-1.2657, 3.6024, 3.3720)
H (-3.1460, 3.6171, 1.8114)
H (-4.8168, 2.4410, 0.8760)
H (-3.9371, -0.5114, 2.6487)
H (-2.0417, -0.5635, 4.2381)

Atoms 1-6, force components in eV/Å:
-0.5 0.0 0.2
1.2 -0.2 0.3
-0.9 0.5 -0.3
0.1 -0.2 0.3
0.5 0.1 0.4
0.2 -0.1 0.1

Output
highest occupied orbital energy = -8.5 eV
frontier orbital gap = 8.345 eV
2S+1 = 1
molecular weight = 348.4 g mol⁻¹
SMILES = CNC(=O)[C@H](CC(C)C)NC(C)=O.CC(=O)/C=C/c1ccc(O)cc1
relative energy (zero: lowest compared OMol25 entry of this formula, charge and spin) = 27.8 kcal/mol
E = -31328.23251 eV
LUMO = -0.19 eV



[3]
ORCA calculation (wB97M-V/def2-TZVPD) on an isolated molecule of C19H28N2O4S.

Geometry (Å):
C (1.7618, -1.4302, 3.4491)
C (2.5260, -1.7114, 2.1633)
C (1.9649, -0.9118, 0.9857)
N (0.6042, -1.3175, 0.6936)
S (-0.5028, -0.1751, 0.1958)
O (-0.8194, -0.3916, -1.1933)
O (-0.0078, 1.1117, 0.5852)
C (-1.9030, -0.6142, 1.1971)
C (-1.9562, -0.1587, 2.4979)
C (-3.0088, -0.5269, 3.3174)
C (-4.0117, -1.3609, 2.8221)
O (-5.0834, -1.7840, 3.5290)
C (-5.2353, -1.3568, 4.8644)
C (-3.9416, -1.8139, 1.4987)
C (-2.8894, -1.4422, 0.6909)
C (2.8923, -1.0086, -0.2391)
O (4.0668, -1.3030, -0.1377)
N (2.2807, -0.7642, -1.4106)
C (2.9880, -0.7408, -2.6716)
C (3.1654, 0.6916, -3.1943)
C (1.8557, 1.4454, -3.1917)
C (0.8265, 1.0601, -3.9334)
C (-0.5046, 1.7427, -3.9360)
C (-0.3904, 3.1651, -3.3993)
C (0.3639, 3.1424, -2.0761)
C (1.7915, 2.6458, -2.2889)
H (1.8427, -0.3791, 3.7160)
H (0.7091, -1.6734, 3.3198)
H (2.1617, -2.0263, 4.2656)
H (3.5777, -1.4467, 2.2730)
H (2.4730, -2.7747, 1.9215)
H (1.8966, 0.1473, 1.2614)
H (0.5326, -2.1742, 0.1675)
H (-1.1744, 0.4932, 2.8527)
H (-3.0402, -0.1610, 4.3308)
H (-4.4055, -1.6972, 5.4910)
H (-5.3215, -0.2682, 4.9292)
H (-6.1602, -1.8127, 5.2132)
H (-4.7300, -2.4539, 1.1364)
H (-2.8215, -1.7696, -0.3342)
H (1.3276, -0.4270, -1.4378)
H (3.9608, -1.2081, -2.5034)
H (2.4191, -1.3332, -3.3937)
H (3.5750, 0.6367, -4.2056)
H (3.8876, 1.2112, -2.5631)
H (0.9112, 0.1876, -4.5685)
H (-1.1818, 1.1623, -3.3002)
H (-0.9201, 1.7453, -4.9473)
H (-1.3841, 3.5967, -3.2635)
H (0.1530, 3.7839, -4.1181)
H (-0.1455, 2.4734, -1.3814)
H (0.3846, 4.1387, -1.6293)
H (2.4045, 3.4415, -2.7292)
H (2.2346, 2.3942, -1.3214)

Atoms 1-6, force components in eV/Å:
0.1 -0.1 -0.2
-0.1 0.3 0.0
0.6 0.1 0.3
-0.5 0.7 -0.1
-0.3 -0.7 0.3
-0.2 -0.2 0.2

Output
highest occupied orbital energy = -8.6 eV
frontier orbital gap = 9.129 eV
2S+1 = 1
molecular weight = 380.5 g mol⁻¹
SMILES = CC[C@H](NS(=O)(=O)c1ccc(OC)cc1)C(=O)NCCC1=CCCCC1
relative energy (zero: lowest compared OMol25 entry of this formula, charge and spin) = 41.3 kcal/mol
E = -42162.88419 eV
LUMO = 0.51 eV



[4]
ORCA calculation (wB97M-V/def2-TZVPD) on an isolated molecule of C19H28N2O5S.

Geometry (Å):
C (3.4707, 1.7512, -6.1560)
O (2.3560, 1.0601, -5.6452)
C (2.5109, 0.3173, -4.5222)
C (3.6896, 0.1929, -3.8036)
C (3.7399, -0.5969, -2.6603)
C (2.6075, -1.2577, -2.2532)
S (2.6027, -2.2916, -0.8000)
O (2.2538, -3.6340, -1.1642)
O (3.8201, -2.0815, -0.0634)
N (1.2863, -1.6364, -0.0009)
C (1.5536, -0.3820, 0.6561)
C (0.2361, 0.3606, 0.8691)
C (-0.7396, -0.5068, 1.6768)
C (-2.0867, 0.2113, 1.7519)
O (-2.9586, -0.0144, 0.9313)
N (-2.2564, 1.1411, 2.7195)
C (-1.3552, 1.4874, 3.7939)
C (-1.9351, 1.0263, 5.1341)
C (-3.3063, 1.6618, 5.3491)
C (-4.2155, 1.3411, 4.1653)
C (-3.5525, 1.7797, 2.8607)
C (-0.9147, -1.8554, 0.9724)
C (0.4427, -2.5198, 0.7702)
C (1.4139, -1.1540, -2.9509)
C (1.3459, -0.3669, -4.0861)
O (0.2376, -0.1797, -4.8415)
C (-0.9491, -0.8338, -4.4536)
H (3.1140, 2.2575, -7.0514)
H (4.2802, 1.0657, -6.4258)
H (3.8445, 2.4946, -5.4447)
H (4.5815, 0.7064, -4.1238)
H (4.6474, -0.7012, -2.0885)
H (2.0618, -0.5449, 1.6190)
H (2.2230, 0.1899, 0.0102)
H (-0.2114, 0.5737, -0.1030)
H (0.4250, 1.3086, 1.3760)
H (-0.3348, -0.6919, 2.6751)
H (-0.3687, 1.0579, 3.6356)
H (-1.2482, 2.5797, 3.8055)
H (-1.2548, 1.3024, 5.9409)
H (-2.0332, -0.0613, 5.1250)
H (-3.7498, 1.2939, 6.2757)
H (-3.1929, 2.7451, 5.4378)
H (-5.1755, 1.8470, 4.2737)
H (-4.3992, 0.2659, 4.1239)
H (-4.1573, 1.4923, 1.9999)
H (-3.4124, 2.8665, 2.8565)
H (-1.3963, -1.6880, 0.0092)
H (-1.5604, -2.5044, 1.5654)
H (0.9009, -2.7458, 1.7463)
H (0.3556, -3.4483, 0.2058)
H (0.5660, -1.7017, -2.5773)
H (-0.8274, -1.9211, -4.4576)
H (-1.6934, -0.5499, -5.1956)
H (-1.2819, -0.5087, -3.4631)

Atoms 1-6, force components in eV/Å:
0.2 0.1 -0.1
-0.2 -0.3 0.3
-0.1 0.0 -0.1
-0.1 0.1 -0.2
0.0 -0.2 0.2
0.2 -0.2 0.5

Output
highest occupied orbital energy = -8.5 eV
frontier orbital gap = 9.160 eV
2S+1 = 1
molecular weight = 396.5 g mol⁻¹
SMILES = COc1ccc(S(=O)(=O)N2CCC(C(=O)N3CCCCC3)CC2)cc1OC
relative energy (zero: lowest compared OMol25 entry of this formula, charge and spin) = 38.5 kcal/mol
E = -44210.10688 eV
LUMO = 0.67 eV